ORCA calculation (wB97M-V/def2-TZVPD) on a molecular structure, C13H16ClN2OsS5SbSi.

XYZ file:
```
40
Properties=species:S:1:pos:R:3:forces:R:3
Os -1.32779 1.46923 -0.16897 0.2536 0.8880 0.0177
S -1.32053 6.19439 1.06312 -0.4958 -0.3977 -0.1842
Sb -2.98434 4.90096 0.24169 0.5311 0.4782 0.1508
S -1.54289 2.13107 2.30529 0.0405 -0.2652 -0.3472
S -3.17380 3.23269 2.32330 0.0792 0.0666 0.0664
S -1.71588 3.41175 -1.30836 0.0067 -0.4753 0.1370
C 3.92946 -2.30511 -1.79784 -0.1075 -0.0009 0.2217
Si 2.96258 -2.01827 -0.20629 0.2595 -0.1274 0.0814
C 1.63622 -3.33888 -0.02851 0.0080 0.2965 -0.0944
C 4.10063 -2.13844 1.29575 -0.0724 0.0278 -0.2262
C 2.37801 -0.20196 -0.20088 -0.3364 -0.1209 -0.0032
C 3.33420 0.80213 -0.05349 -0.0231 -0.1116 0.0479
C 2.98151 2.14100 0.05811 0.0902 -0.0150 -0.0326
C 1.64726 2.47854 0.03044 -0.1036 0.2760 0.0205
N 0.70906 1.54918 -0.15490 0.8799 -0.4355 0.0572
C 1.05263 0.24252 -0.28268 0.5678 0.0375 -0.0725
S -0.39024 -0.70468 -0.57218 -0.1976 0.2455 0.1199
H 4.32747 -3.32249 -1.81563 0.0169 0.0096 0.0088
H 4.77011 -1.61459 -1.88955 -0.0105 0.0114 -0.0012
H 3.29398 -2.18371 -2.67690 -0.0236 0.0284 0.0176
H 2.11308 -4.30714 0.14460 0.0838 0.0591 -0.0173
H 1.02296 -3.42052 -0.92608 -0.0252 0.0006 0.0016
H 0.97163 -3.13725 0.81094 -0.0230 0.0105 0.0341
H 4.43886 -3.16633 1.44265 0.0199 0.0070 -0.0278
H 3.57996 -1.82637 2.20329 -0.0311 -0.0038 -0.0150
H 4.98516 -1.50678 1.18788 0.0010 -0.0253 0.0161
H 4.38372 0.53030 -0.01042 -0.0007 0.0349 0.0068
H 3.73025 2.91084 0.17367 -0.0196 0.0128 0.0202
H 1.30101 3.49802 0.14733 -0.0646 -0.0112 -0.0217
Cl -5.01806 -2.00521 2.01298 -0.0350 -0.0580 0.0567
C -4.73735 -0.83243 0.78542 -0.0253 0.1321 -0.1312
C -5.67525 -0.58873 -0.20403 0.0677 0.0610 -0.0221
C -5.37392 0.38419 -1.14144 -0.0578 -0.0624 0.0908
C -4.16448 1.04707 -1.08298 0.0095 0.1348 -0.0707
N -3.24755 0.79671 -0.13311 -1.3647 -0.6985 0.0433
C -3.55346 -0.12057 0.80264 -0.0972 0.0419 0.0781
H -6.60878 -1.13231 -0.23801 0.0117 -0.0265 0.0535
H -6.07585 0.62788 -1.92568 0.0260 0.0211 -0.0176
H -3.90371 1.80696 -1.80504 0.0846 -0.0261 -0.0038
H -2.83588 -0.28366 1.59386 0.0768 -0.0199 -0.0592
```
Positions in Å, forces in eV/Å.

The calculation puts the HOMO-LUMO gap (alpha / beta) at 6.666 / 5.407 eV. The spin multiplicity is 5. As for the LUMO energy (alpha / beta): -0.446 / -2.231 eV. For the electronic energy, the calculation gives -3686.10470 Ha. Its expectation value of S² is 6.032. For the HOMO energy (alpha / beta), the calculation gives -7.11 / -7.64 eV. The value obtained for the energy relative to the best compared isomer or geometry (same formula, charge and spin) is 0.0 kcal per mole.

Here are the Löwdin charges for atoms 1 to 4, given in e:
1 Os 0.720
2 S -0.290
3 Sb 0.289
4 S -0.004

***

ORCA calculation (wB97M-V/def2-TZVPD) on C13H16F3NO2 in the gas phase.

XYZ file:
```
35
Properties=species:S:1:pos:R:3:forces:R:3
C -5.68226 -2.04957 0.58840 0.2056 0.0827 0.1139
C -4.35532 -1.34005 0.82226 -0.1248 0.0874 -0.2325
C -4.14287 -0.21424 -0.19119 -0.0836 -0.2220 0.0488
N -2.88138 0.46165 0.00352 -0.1634 0.1571 0.2457
C -1.83094 0.29586 -0.83552 -0.0594 0.1835 0.1605
O -1.89302 -0.36774 -1.85195 0.0945 -0.2094 -0.1866
C -0.57945 1.00073 -0.41922 0.2631 0.0508 -0.0691
C -0.58333 2.21635 0.25645 -0.0297 -0.1561 -0.0451
C 0.61471 2.81954 0.59686 0.0709 0.0864 0.0967
C 1.81826 2.21868 0.27115 -0.0628 -0.0317 -0.0622
C 1.83449 1.01409 -0.42017 0.1239 -0.0958 -0.0591
C 3.14141 0.34821 -0.75404 -0.1080 0.0852 0.0201
O 3.51577 -0.43874 0.37783 -0.1353 0.1614 0.0024
C 4.57338 -1.31261 0.16795 0.3768 -0.0764 -0.0070
C 5.92911 -0.60865 0.00194 0.0289 -0.1244 0.0537
F 6.93941 -1.46688 0.21313 -0.0101 -0.2805 0.0572
F 6.11131 -0.11216 -1.23296 -0.1630 0.0796 -0.2724
F 6.09106 0.40713 0.85246 -0.1641 0.1347 0.2019
C 0.63351 0.41483 -0.76346 -0.0833 0.0881 0.0245
H -5.82000 -2.84758 1.31358 -0.0925 -0.0823 0.0231
H -5.71020 -2.48156 -0.40881 -0.0607 -0.0731 -0.1088
H -6.51119 -1.35152 0.68346 -0.1432 0.0266 -0.0044
H -4.33294 -0.92609 1.83406 0.0761 -0.0168 0.0299
H -3.53425 -2.05391 0.73286 0.0666 0.0470 0.0462
H -4.95645 0.51542 -0.11572 0.0099 -0.0825 -0.0702
H -4.12302 -0.62074 -1.20476 -0.0884 0.0862 0.0945
H -2.73480 0.91694 0.89014 0.1254 -0.0379 -0.1084
H -1.51508 2.71017 0.49257 -0.0801 0.0375 0.0082
H 0.61027 3.76561 1.11765 -0.0024 0.0796 0.0292
H 2.75023 2.68824 0.54757 0.1227 0.0623 0.0227
H 3.90937 1.10354 -0.96455 -0.0768 -0.1263 -0.0022
H 3.03095 -0.30133 -1.63292 0.0393 0.0680 0.0570
H 4.64035 -1.94042 1.06104 0.0690 0.0439 -0.1752
H 4.42739 -1.94573 -0.72161 0.0479 0.0630 0.1464
H 0.61554 -0.51746 -1.30799 0.0109 -0.0960 -0.0796
```
Positions in Å, forces in eV/Å.

The calculation puts the HOMO-LUMO gap at 10.257 eV. The spin multiplicity is 1. As for the LUMO energy: 0.710 eV. For the electronic energy, the calculation gives -1009.83751 Ha. For the HOMO energy, the calculation gives -9.55 eV. Its SMILES is CCCNC(=O)c1cccc(COCC(F)(F)F)c1. The value obtained for the energy relative to the best compared isomer or geometry (same formula, charge and spin) is 0.0 kcal per mole.

Here are the Löwdin charges for atoms 1 to 4, given in e:
1 C -0.115
2 C -0.248
3 C -0.199
4 N 0.059

***

ORCA calculation (wB97M-V/def2-TZVPD) on a molecular structure, C13H16FIrNO4S6Si.

XYZ file:
```
43
Properties=species:S:1:pos:R:3:forces:R:3
Ir 1.06119 -0.04789 -1.37526 -0.5173 0.1872 -0.1426
C -0.15997 -3.04350 0.91927 -0.0056 -0.0852 -0.0296
Si 0.99731 -1.70536 1.50639 -0.0122 0.3147 -0.3482
C 2.75238 -2.26693 1.21498 0.0563 0.0379 0.0094
C 0.72868 -1.57020 3.36068 -0.1016 -0.0332 0.1007
N 0.66238 -0.21414 0.62811 0.3650 -0.3314 0.5745
C 0.55511 1.04381 1.17662 -0.1083 -0.0636 -0.0994
C 0.85865 1.46920 2.48117 0.0238 -0.0142 0.1796
C 0.62652 2.77250 2.90190 -0.0114 -0.0121 -0.0497
C 0.10524 3.73839 2.05210 0.0190 -0.0713 0.0066
C -0.16642 3.37582 0.73685 -0.0209 0.1038 0.0490
C 0.07757 2.08360 0.37738 0.0033 -0.0279 -0.1274
F -0.15298 1.72343 -0.95670 0.0433 0.0058 -0.0600
H 0.14414 -4.00631 1.34152 0.0040 0.0140 0.0038
H -0.15097 -3.11643 -0.16717 -0.0084 -0.0678 0.0041
H -1.18831 -2.84724 1.22999 -0.0108 0.0065 -0.0062
H 2.90605 -3.27574 1.60877 -0.0011 0.0046 0.0070
H 3.46912 -1.59906 1.69959 -0.0073 0.0168 -0.0219
H 2.96870 -2.27049 0.14639 0.0421 -0.0386 0.0004
H 0.60608 -2.58971 3.73905 -0.0030 0.0000 -0.0055
H -0.17710 -1.01388 3.61168 0.0119 -0.0113 0.0175
H 1.57211 -1.12739 3.89279 -0.0119 -0.0039 -0.0023
H 1.29435 0.76954 3.17643 -0.0214 0.0350 -0.0292
H 0.87570 3.03759 3.92210 0.0018 -0.0057 0.0036
H -0.06821 4.74996 2.39028 0.0000 0.0048 0.0002
H -0.54956 4.07447 0.00516 -0.0022 -0.0104 -0.0061
O 4.32620 -0.31250 -3.23417 -0.0013 0.0326 -0.0004
S 3.10319 -0.11372 -2.53625 0.0168 0.1522 -0.3608
O 1.92188 0.42843 -3.32360 0.4080 -0.4722 0.2797
O 2.46517 -1.41124 -1.96138 -0.0767 0.2122 0.0997
O 3.13924 0.75437 -1.30450 -0.0553 -0.0937 -0.0911
C -2.71097 -0.07215 -4.81492 -0.0303 0.0515 0.0413
S -2.25316 1.35076 -3.79416 -0.0274 0.0087 -0.0368
C -2.70875 0.76494 -2.20205 -0.0142 -0.0290 0.0169
C -2.11800 -0.23284 -1.51686 -0.1065 -0.0076 0.0881
S -0.80614 -1.25406 -2.06197 0.1067 0.2149 0.0067
S -2.74509 -0.48624 0.09854 -0.1066 -0.0467 -0.0599
C -3.96803 0.73273 0.10000 0.3470 0.2097 0.0890
S -4.91208 1.09497 1.39749 -0.1428 -0.0753 -0.0064
S -3.99156 1.62209 -1.38123 -0.0679 -0.0758 -0.0749
H -2.58624 0.23807 -5.85156 0.0114 0.0018 0.0051
H -3.75064 -0.33998 -4.63847 -0.0050 -0.0090 -0.0230
H -2.05278 -0.90768 -4.59495 0.0171 -0.0289 -0.0017
```
Positions in Å, forces in eV/Å.

The calculation puts the HOMO-LUMO gap at 7.182 eV. The spin multiplicity is 1. As for the LUMO energy: 2.296 eV. For the electronic energy, the calculation gives -3743.64843 Ha. For the HOMO energy, the calculation gives -4.89 eV. The value obtained for the energy relative to the best compared isomer or geometry (same formula, charge and spin) is 2.7 kcal per mole. The net charge is -1.

Here are the Löwdin charges for atoms 1 to 4, given in e:
1 Ir 1.152
2 C -0.200
3 Si 0.394
4 C -0.167

***

Q: Look up the energy relative to the best compared isomer or geometry (same formula, charge and spin) of the first one.
A: 0.0 kcal per mole

***

Q: Look up the electronic energy of the third one.
A: -3743.64843 Ha